Entry i
23
Properties=species:S:1:pos:R:3:mulliken_charge:R:1 method="wB97M-V/def2-TZVPD" e_lumo_ha=-0.1052 charge=+1 homo_lumo_gap_ev=9.6 e_homo_ev=-12.505
N 0.584 -0.756 -0.070 -0.1840
C -0.322 0.424 -0.148 0.2079
C -1.699 -0.040 0.247 -1.0245
S -2.480 -1.304 -0.798 -0.1794
C 0.204 1.623 0.658 -0.4680
N 0.882 2.529 -0.213 -0.4572
H 0.943 -1.192 -0.995 0.1807
H 1.453 -0.634 0.492 0.4001
H 0.305 -1.588 0.466 0.4233
H -0.246 0.749 -1.294 0.3785
H -1.741 -0.346 1.271 0.2617
H -2.423 0.802 0.221 0.4229
H -2.418 -0.728 -2.027 0.1428
H 0.814 1.158 1.462 0.2689
H -0.612 2.108 1.221 0.3082
H 1.382 3.330 0.187 0.2110
H 0.577 2.559 -1.171 0.1406
H -0.783 -1.193 3.161 0.3020
H 0.694 -0.950 3.301 0.2829
O -0.011 -0.978 2.617 -0.5701
H 2.337 -1.972 -3.154 0.3240
H 0.865 -1.763 -2.985 0.3274
O 1.694 -1.838 -2.450 -0.6997

Entry ii
23
Properties=species:S:1:pos:R:3:mulliken_charge:R:1 method="wB97M-V/def2-TZVPD" e_lumo_ha=-0.1030 charge=+1 homo_lumo_gap_ev=10.1 e_homo_ev=-12.915
N 0.387 0.345 -0.378 -0.0902
C -0.577 -0.731 -0.611 0.0258
C -0.361 -1.779 0.491 -1.0128
S 1.275 -2.572 0.509 -0.1760
C -2.027 -0.226 -0.601 -0.7251
N -2.095 1.027 0.200 -0.5257
H 1.360 0.072 -0.484 0.3341
H 0.273 1.132 -1.017 0.3864
H 0.309 0.792 0.542 0.3235
H -0.357 -1.302 -1.504 0.3344
H -0.366 -1.317 1.478 0.3484
H -1.121 -2.552 0.424 0.4439
H 1.169 -3.224 -0.662 0.1534
H -2.689 -0.912 -0.135 0.3720
H -2.336 0.067 -1.600 0.4327
H -2.302 0.879 1.175 0.1870
H -2.714 1.693 -0.232 0.2060
H 0.710 0.785 3.115 0.2972
H 2.025 1.429 2.644 0.2800
O 1.221 1.002 2.328 -0.6066
H 3.078 1.342 -1.331 0.3241
H 2.732 2.155 -2.607 0.3230
O 2.406 1.895 -1.741 -0.6353

Which one is most stable, and which one is least stable? entry ii is the most stable of them, while entry i is the least stable.

Entry i
17
Properties=species:S:1:pos:R:3:mulliken_charge:R:1 method="wB97M-V/def2-TZVPD" e_lumo_ha="-0.0059 / -0.0294" homo_lumo_gap_ev="8.1 / 6.7" e_homo_ev="-8.222 / -7.472"
O 2.569 0.625 -0.755 -0.4976
C 1.322 0.467 -1.020 0.1637
O 0.901 -0.742 -1.174 -0.2096
C -0.216 -1.065 -0.294 -0.9123
C -0.847 0.278 -0.150 1.4374
N -0.160 1.133 0.812 -0.7176
C 0.219 1.326 -0.591 -0.1146
C -2.262 0.462 -0.376 -1.1644
C -3.466 0.567 -0.452 0.0920
H -0.819 -1.778 -0.868 0.2630
H -0.747 1.915 1.094 0.3121
H 0.061 2.286 -1.080 0.4742
H -4.526 0.668 -0.299 0.4503
H 1.287 -2.530 1.251 0.3638
O 2.077 -2.151 1.834 -0.6890
H 2.927 -0.138 -0.055 0.4143
H 1.680 -1.322 2.121 0.3345

Entry ii
17
Properties=species:S:1:pos:R:3:mulliken_charge:R:1 method="wB97M-V/def2-TZVPD" e_lumo_ha=0.0267 homo_lumo_gap_ev=9.1 e_homo_ev=-8.359
C -0.650 -0.963 0.269 0.0451
C -1.729 -0.185 0.119 0.1532
C 1.666 -1.297 0.349 -0.3030
C -0.124 1.403 0.104 0.6718
C -3.186 -0.459 0.030 -1.2310
C 3.127 0.451 -0.347 -0.5945
N 0.563 -0.324 0.269 -0.0869
O 0.594 2.338 0.123 -0.4538
O -1.368 1.179 0.035 -0.2881
O 2.834 -0.875 0.094 -0.1264
H -0.671 -2.035 0.352 0.4764
H -3.633 -0.528 1.022 0.2548
H -3.366 -1.391 -0.497 0.3387
H -3.665 0.351 -0.514 0.3362
H 2.702 0.595 -1.343 0.2943
H 4.210 0.548 -0.392 0.2562
H 2.696 1.192 0.327 0.2570

Entry iii
17
Properties=species:S:1:pos:R:3:mulliken_charge:R:1 method="wB97M-V/def2-TZVPD" e_lumo_ha=0.0086 homo_lumo_gap_ev=10.1 e_homo_ev=-9.910
O 0.699 -1.819 0.953 -0.5479
C 0.239 -0.732 0.766 0.3329
C -1.076 -0.160 0.202 0.1754
O -0.588 1.159 0.462 -0.5319
C 0.642 0.679 1.008 0.6620
C 1.353 1.307 2.162 -0.5800
C 1.967 1.342 0.791 -0.7350
C -1.356 -0.382 -1.266 0.3350
N -0.481 -0.035 -2.185 -0.6528
H -1.971 -0.432 0.782 0.4199
H 0.905 2.226 2.540 0.2350
H 1.767 0.634 2.914 0.2564
H 2.815 0.692 0.570 0.2560
H 1.932 2.283 0.242 0.2421
O -1.745 -1.572 -1.606 -0.6370
H -0.095 0.890 -2.021 0.2168
H -0.916 -1.356 -2.664 0.5530

Which one is most stable, and which one is least stable? entry ii is the most stable of them, while entry i is the least stable.

Entry i
32
Properties=species:S:1:pos:R:3:mulliken_charge:R:1 method="wB97M-V/def2-TZVPD" e_lumo_ha=-0.0371 homo_lumo_gap_ev=7.7 e_homo_ev=-8.663
C -2.073 -3.232 -0.523 -0.9355
C -0.509 -2.812 -0.293 0.0568
F 0.397 -3.593 -1.087 -0.3236
C -0.297 -1.231 -0.371 0.2196
C -0.801 -0.422 0.881 -0.5535
C -0.692 1.146 0.928 0.3760
C -1.220 1.874 2.260 -0.7232
C -0.271 1.355 3.481 -0.4739
C 1.270 1.173 2.990 -0.0603
F 2.186 1.187 4.133 -0.3380
C -0.067 1.850 -0.294 -0.4650
C 0.479 1.093 -1.582 0.6553
N 1.039 1.937 -2.611 -0.5611
C 1.464 1.087 -3.672 0.2640
O 2.046 1.750 -4.820 -0.4940
C 1.341 -0.462 -3.769 -0.2472
N 0.750 -1.235 -2.731 -0.4166
C 0.329 -0.449 -1.600 0.1753
H -2.127 -3.669 -1.583 0.3219
H -2.757 -2.313 -0.403 0.2913
H -2.331 -4.020 0.287 0.2602
H -0.297 -3.106 0.809 0.2576
H -1.251 -0.963 1.776 0.2262
H -1.133 3.003 2.086 0.3280
H -2.314 1.547 2.425 0.2751
H -0.283 2.050 4.388 0.3707
H -0.632 0.287 3.727 0.2086
H 1.592 1.991 2.250 0.2049
H 1.438 0.159 2.473 0.1596
H 0.027 3.001 -0.254 0.2435
H 2.963 2.030 -4.606 0.3362
H 1.734 -1.011 -4.695 0.3611

Entry ii
32
Properties=species:S:1:pos:R:3:mulliken_charge:R:1 method="wB97M-V/def2-TZVPD" e_lumo_ha=0.0221 homo_lumo_gap_ev=9.8 e_homo_ev=-9.227
F -3.428 1.577 0.877 -0.3207
C -3.238 0.474 0.098 0.3151
C -2.043 -0.236 0.198 -0.3841
C -1.931 -1.406 -0.503 0.0018
C -2.814 -1.814 -1.450 -0.7583
C -4.011 -1.062 -1.509 -0.1500
C -4.241 0.017 -0.700 -0.6821
H -1.236 0.113 0.867 0.5336
H -0.966 -1.817 -0.384 0.2530
H -2.618 -2.648 -2.161 0.3669
H -4.817 -1.356 -2.183 0.3260
H -5.162 0.526 -0.680 0.4729
F 4.310 0.976 -1.945 -0.3298
C 3.221 1.358 -1.209 0.7426
C 1.966 0.894 -1.586 -0.9929
C 0.943 1.306 -0.724 0.0980
C 1.121 2.071 0.432 -0.5124
C 2.405 2.532 0.705 -0.2973
C 3.511 2.138 -0.064 -0.5381
H 1.772 0.436 -2.560 0.4060
H -0.007 0.874 -1.031 0.3339
H 0.275 2.299 1.064 0.4563
H 2.487 3.256 1.552 0.3094
H 4.565 2.560 0.075 0.3406
N 1.425 -1.764 0.441 -0.2930
C 0.883 -2.012 1.653 0.5031
N 1.038 -0.934 2.576 -0.4431
O 0.305 -3.027 1.871 -0.5855
H 1.617 -2.510 -0.204 0.2281
H 2.063 -0.991 0.432 0.1205
H 0.654 -1.236 3.523 0.2499
H 1.953 -0.594 2.528 0.2294

Which one is most stable, and which one is least stable? entry ii is the most stable of them, while entry i is the least stable.

Entry i
16
Properties=species:S:1:pos:R:3:mulliken_charge:R:1 method="wB97M-V/def2-TZVPD" e_lumo_ha=0.0391 homo_lumo_gap_ev=10.9 e_homo_ev=-9.803
C -2.031 -0.527 0.900 -0.7253
C -1.378 -0.641 -0.238 -0.3370
C 0.057 -0.070 -0.484 1.2203
C -0.100 1.394 -0.778 -1.2289
F 0.526 -0.615 -1.689 -0.3496
C 0.994 -0.448 0.621 -0.2905
C 2.312 -0.673 0.363 -0.7645
H -3.080 -0.849 1.171 0.2417
H -1.620 0.056 1.662 0.2499
H -1.825 -1.215 -1.163 0.2241
H -0.419 1.447 -1.852 0.3325
H 0.886 1.874 -0.705 0.3134
H -0.821 1.904 -0.148 0.3449
H 0.726 -0.459 1.695 0.1916
H 2.978 -0.687 1.208 0.2696
H 2.796 -0.490 -0.562 0.3077

Entry ii
16
Properties=species:S:1:pos:R:3:mulliken_charge:R:1 method="wB97M-V/def2-TZVPD" e_lumo_ha=0.0375 homo_lumo_gap_ev=10.1 e_homo_ev=-9.112
C 1.579 -0.140 2.310 -0.9721
C 1.417 0.035 0.864 0.3425
C 0.952 0.651 -0.182 -0.5201
C 1.827 -0.536 -0.466 -0.5909
H 0.703 0.228 2.845 0.2785
H 2.449 0.425 2.651 0.2576
H 1.739 -1.187 2.557 0.3038
H 0.431 1.467 -0.615 0.4986
H 2.837 -0.387 -0.830 0.2029
H 1.377 -1.460 -0.814 0.1926
C -3.475 0.458 -1.786 -0.7345
C -2.347 1.113 -1.619 0.2726
F -2.309 2.438 -1.409 -0.2411
H -4.430 0.951 -1.760 0.2667
H -3.458 -0.603 -1.951 0.2490
H -1.360 0.675 -1.637 0.1939

Which one is most stable, and which one is least stable? entry i is the most stable of them, while entry ii is the least stable.